Run one
DFT (ωB97M-V with the def2-TZVPD basis set) results for one molecule with the formula C3H5FN2.

* spin multiplicity: 1
* SMILES string: C=C(F)/C=N/N
* E_LUMO: 0.3 eV

Last column: natural (NBO) charge in e.
Geometry (Å):
C (-1.37, 0.75, -1.62)  -0.51
C (-0.29, 0.73, -0.82)  0.34
F (0.70, 1.60, -1.04)  -0.34
C (0.33, -0.13, 0.28)  -0.06
N (-0.14, -1.26, 0.85)  -0.18
N (0.53, -1.72, 2.03)  -0.68
H (-1.51, 1.52, -2.56)  0.26
H (-2.22, 0.14, -0.99)  0.24
H (1.40, 0.04, 0.53)  0.18
H (-0.12, -2.11, 2.65)  0.38
H (1.41, -1.30, 2.53)  0.36

Run two
DFT (ωB97M-V with the def2-TZVPD basis set) results for one molecule with the formula C3H5FN2.

* spin multiplicity: 1
* SMILES string: N/N=C\C=C/F
* E_LUMO: 1.0 eV

Last column: natural (NBO) charge in e.
Geometry (Å):
N (-1.30, -1.20, 0.14)  -0.63
N (-1.57, 0.03, -0.42)  -0.20
C (-0.65, 0.93, -0.47)  -0.04
C (0.70, 0.90, 0.13)  -0.37
C (1.61, -0.08, 0.01)  0.25
F (1.34, -1.22, -0.63)  -0.33
H (-2.20, -1.66, 0.34)  0.37
H (-0.63, -1.26, 0.85)  0.35
H (-0.96, 1.82, -1.02)  0.20
H (1.02, 1.77, 0.69)  0.23
H (2.64, -0.02, 0.36)  0.18

Stability ranking, top and bottom: run two is the most stable and run one is the least stable.

Run one
DFT (ωB97M-V with the def2-TZVPD basis set) results for one molecule with the formula C4H6ClNOS.

* spin multiplicity: 1
* SMILES string: CO/C=C(/Cl)C(N)=S
* E_LUMO: -0.2 eV

Last column: natural (NBO) charge in e.
Geometry (Å):
C (2.25, 0.25, 0.36)  -0.30
O (1.10, -0.41, -0.19)  -0.52
C (0.22, 0.61, -0.13)  0.10
C (-1.11, 0.66, -0.21)  -0.09
Cl (-1.87, 2.38, -0.08)  -0.02
C (-1.93, -0.53, -0.05)  0.05
N (-1.27, -1.70, -0.19)  -0.77
S (-3.59, -0.36, 0.21)  -0.14
H (2.55, 1.50, 0.00)  0.20
H (3.38, -0.21, -0.02)  0.23
H (1.84, 0.25, 1.42)  0.22
H (0.56, 1.73, -0.28)  0.22
H (-1.77, -2.64, -0.56)  0.44
H (-0.35, -1.52, -0.29)  0.39

Run two
DFT (ωB97M-V with the def2-TZVPD basis set) results for one molecule with the formula C4H6ClNOS.

* spin multiplicity: 1
* SMILES string: CO/C=N/[C@H]1S[C@H]1Cl
* E_LUMO: 0.6 eV

Last column: natural (NBO) charge in e.
Geometry (Å):
C (2.96, 0.00, -0.52)  -0.27
O (1.85, -0.60, 0.22)  -0.46
C (0.68, -0.10, 0.00)  0.45
N (-0.38, -0.63, 0.56)  -0.50
C (-1.56, 0.19, 0.70)  -0.13
S (-2.46, 1.13, -0.65)  0.07
C (-2.95, -0.32, 0.30)  -0.37
Cl (-3.17, -1.88, -0.45)  0.01
H (3.49, -0.81, -1.05)  0.21
H (3.71, 0.61, 0.08)  0.21
H (2.50, 0.73, -1.30)  0.18
H (0.70, 0.82, -0.57)  0.14
H (-1.66, 0.95, 1.61)  0.23
H (-3.72, -0.09, 1.06)  0.23

Stability ranking, top and bottom: run two is the most stable and run one is the least stable.

Run one
DFT (ωB97M-V with the def2-TZVPD basis set) results for one molecule with the formula C6H5FO.

* spin multiplicity: 1
* SMILES string: C#CCC(=O)C(=C)F
* E_LUMO: -0.8 eV

Last column: natural (NBO) charge in e.
Geometry (Å):
C (-2.58, -0.68, -0.64)  -0.23
C (-1.69, 0.09, -0.18)  -0.02
C (-1.00, 1.09, 0.67)  -0.52
C (0.48, 0.98, 0.22)  0.50
O (0.96, 2.01, -0.41)  -0.51
C (0.99, -0.38, 0.16)  0.28
C (2.13, -0.98, -0.44)  -0.37
F (0.24, -1.07, 0.98)  -0.31
H (-2.79, -1.57, -1.29)  0.25
H (-0.90, 0.78, 1.64)  0.24
H (-1.13, 2.01, 0.71)  0.23
H (2.37, -2.00, -0.55)  0.22
H (2.92, -0.28, -0.86)  0.23

Run two
DFT (ωB97M-V with the def2-TZVPD basis set) results for one molecule with the formula C6H5FO.

* spin multiplicity: 1
* SMILES string: C#CC(=O)C(=C)CF
* E_LUMO: -0.5 eV

Last column: natural (NBO) charge in e.
Geometry (Å):
C (1.81, -1.82, -1.68)  -0.14
C (1.55, -1.07, -0.75)  -0.11
C (1.14, -0.08, 0.25)  0.47
O (1.81, 0.41, 1.16)  -0.50
C (-0.37, 0.30, 0.25)  -0.13
C (-1.16, -0.16, -0.79)  -0.31
C (-0.92, 1.29, 1.36)  0.03
F (-1.65, 0.54, 2.21)  -0.34
H (2.33, -2.50, -2.30)  0.24
H (-2.21, 0.11, -0.88)  0.21
H (-0.75, -0.87, -1.53)  0.22
H (-1.54, 2.09, 0.91)  0.17
H (-0.03, 1.76, 1.78)  0.19

Stability ranking, top and bottom: run two is the most stable and run one is the least stable.